# 1
96
Properties=species:S:1:pos:R:3:forces:R:3 method="wB97M-V/def2-TZVPD" e_homo_ev=-2.16 homo_lumo_gap_ev=5.833 lumo_energy_ev=3.67 charge=-2 relative_energy_ev=0.282
Na 0.441 -2.035 -2.611 0.1985 1.2482 0.1331
C -0.178 4.633 2.780 -0.0976 0.0036 -0.0119
O 0.978 3.870 2.513 0.1289 0.0105 -0.0555
C 1.681 4.178 1.383 -0.0938 -0.0460 0.0535
C 2.635 3.241 0.988 -0.0431 -0.0322 -0.0006
C 3.367 3.434 -0.165 0.0230 0.0897 -0.0828
C 3.180 4.585 -0.938 0.0444 0.0604 0.0902
C 2.280 5.540 -0.498 0.0095 -0.0067 0.1133
C 1.505 5.337 0.641 0.0333 0.0243 -0.0165
N 3.980 4.902 -2.083 0.1172 -0.0089 0.0838
N 4.208 4.076 -2.997 -0.0842 -0.0457 -0.0613
C 3.530 2.854 -3.146 0.0734 -0.0390 0.0481
C 4.299 1.812 -3.648 0.0081 -0.0076 0.0039
C 3.847 0.504 -3.745 0.0062 0.0186 0.0654
C 2.528 0.157 -3.365 -0.3135 0.1434 0.0305
O 2.050 -1.003 -3.376 1.0279 0.1231 -0.4667
C 1.655 1.283 -2.974 0.0008 0.0227 0.0138
N 0.364 0.957 -2.743 -0.0444 -0.0129 0.0440
C -0.491 1.913 -2.460 0.0325 0.0132 -0.0251
C -0.127 3.271 -2.447 0.0104 0.0047 -0.0185
C 1.177 3.613 -2.674 -0.0860 0.0594 -0.0504
C 2.141 2.604 -2.891 -0.0741 -0.0453 -0.0681
H -0.653 4.173 3.644 0.0001 -0.0068 -0.0227
H -0.873 4.605 1.936 -0.0134 -0.0171 -0.0100
H 0.070 5.674 3.014 0.0204 0.0143 0.0142
H 2.743 2.342 1.581 0.0226 -0.0717 -0.0097
H 4.072 2.680 -0.488 0.0221 -0.0150 -0.0206
H 2.156 6.444 -1.083 0.0063 0.0142 0.0030
H 0.774 6.080 0.925 -0.0119 -0.0099 0.0110
H 5.320 2.056 -3.926 0.0035 -0.0190 0.0046
H 4.492 -0.284 -4.114 0.0158 0.0004 0.0143
H -1.508 1.615 -2.231 0.0295 0.0269 -0.0018
H -0.883 4.021 -2.254 -0.0089 -0.0100 0.0150
H 1.474 4.654 -2.696 -0.0847 -0.1422 -0.0805
F -2.755 -6.268 -0.445 0.0179 -0.0054 0.0032
C -2.000 -5.167 -0.348 0.0205 -0.0228 -0.0130
F -2.606 -4.311 0.472 -0.0174 -0.0035 -0.0010
F -0.827 -5.510 0.184 -0.0066 0.0130 0.0113
S -1.770 -4.390 -2.003 0.1392 -0.1317 0.0471
O -1.004 -3.199 -1.711 -0.9399 -0.4758 0.4356
O -3.092 -4.282 -2.527 -0.0307 -0.0215 -0.0050
N -0.896 -5.463 -2.765 -0.0192 0.1253 -0.0330
S 0.586 -5.022 -3.112 -0.0152 -0.2075 -0.0432
O 1.527 -5.154 -2.035 0.0062 -0.0365 -0.0003
O 0.659 -3.823 -3.912 0.1290 -0.4713 -0.1942
C 0.999 -6.389 -4.274 -0.0418 -0.0072 0.0004
F 2.281 -6.269 -4.629 -0.0074 -0.0041 -0.0135
F 0.833 -7.584 -3.703 0.0130 0.0041 0.0045
F 0.252 -6.339 -5.376 -0.0070 -0.0112 0.0075
C 0.905 -2.463 0.638 0.0363 0.0235 0.0471
N 1.610 -1.571 -0.293 -0.1752 -0.2909 -0.0668
C 2.957 -2.106 -0.517 0.0390 0.0549 0.0070
N 3.713 -2.227 0.742 -0.0016 -0.0143 0.0015
C 2.951 -3.092 1.648 -0.0028 0.0103 -0.0089
N 1.608 -2.581 1.925 0.0028 -0.0089 0.0042
C 1.735 -1.236 2.492 -0.0238 0.0106 0.0021
N 2.458 -0.322 1.606 0.0346 0.0545 -0.0085
C 1.726 -0.252 0.331 -0.0008 0.0763 -0.0660
C 3.779 -0.895 1.345 0.0190 0.0477 0.0078
H 0.832 -3.455 0.190 -0.0019 0.0013 0.0017
H -0.100 -2.070 0.804 0.0003 -0.0068 -0.0021
H 3.492 -1.438 -1.193 -0.0140 -0.0181 -0.0200
H 2.880 -3.089 -0.986 -0.0056 -0.0148 0.0210
H 3.499 -3.180 2.592 -0.0021 0.0017 0.0017
H 2.863 -4.082 1.195 0.0041 -0.0049 0.0050
H 2.270 -1.302 3.445 -0.0022 -0.0026 0.0014
H 0.738 -0.830 2.672 0.0075 0.0036 -0.0025
H 2.258 0.417 -0.350 -0.0057 0.0047 -0.0037
H 0.725 0.150 0.500 0.0089 0.0045 0.0109
H 4.326 -0.962 2.291 0.0050 -0.0025 -0.0058
H 4.326 -0.231 0.668 -0.0198 -0.0011 0.0092
S -3.638 2.825 -0.173 0.0197 0.0307 -0.0002
P -3.316 1.019 0.592 0.0347 -0.0110 0.0742
S -2.044 -0.234 -0.258 -0.0856 -0.0536 0.0653
C -2.849 1.209 2.372 0.0269 0.0303 -0.0050
C -3.232 2.337 3.092 -0.0181 -0.0132 -0.0004
C -2.902 2.463 4.434 -0.0037 -0.0129 0.0040
C -2.175 1.465 5.071 0.0135 0.0110 0.0013
C -1.784 0.340 4.358 -0.0028 0.0074 0.0032
C -2.122 0.214 3.017 -0.0180 -0.0223 -0.0002
C -4.942 0.168 0.806 -0.0100 -0.0016 -0.0440
C -6.101 0.905 1.028 0.0099 0.0062 0.0206
C -7.317 0.265 1.218 -0.0048 0.0033 -0.0004
C -7.389 -1.122 1.179 0.0013 -0.0026 0.0068
C -6.238 -1.862 0.948 -0.0023 0.0004 0.0004
C -5.021 -1.220 0.762 0.0147 0.0023 -0.0017
H -3.775 3.121 2.577 0.0034 0.0067 -0.0082
H -3.203 3.348 4.982 -0.0019 0.0053 0.0072
H -1.905 1.569 6.116 -0.0059 0.0001 -0.0002
H -1.207 -0.438 4.843 -0.0021 -0.0010 -0.0027
H -1.814 -0.654 2.446 0.0095 0.0039 0.0006
H -6.038 1.987 1.027 -0.0017 0.0018 -0.0061
H -8.215 0.850 1.384 0.0007 -0.0016 0.0036
H -8.340 -1.623 1.317 0.0005 0.0006 0.0005
H -6.286 -2.944 0.898 -0.0005 0.0001 0.0024
H -4.120 -1.787 0.556 0.0013 -0.0046 -0.0029

# 2
81
Properties=species:S:1:pos:R:3:forces:R:3 method="wB97M-V/def2-TZVPD" e_homo_ev=-3.69 homo_lumo_gap_ev=5.386 lumo_energy_ev=1.70 charge=-1 relative_energy_ev=0.000
Pb 1.611 0.015 1.731 -0.3902 0.3321 0.2277
Se 4.404 -0.851 0.869 0.0956 -0.4214 -0.0144
Se 5.347 0.843 -0.410 0.0807 0.1876 -0.1485
Te 4.873 2.877 1.027 0.0575 -0.0414 0.0498
Se 2.412 3.081 0.916 0.1628 0.2164 -0.1058
C 4.397 -0.188 4.706 -0.1194 -0.0239 0.0040
C 3.150 -0.988 4.968 -0.2444 -0.0494 -0.0732
C 2.960 -1.682 6.150 -0.0285 0.0110 0.0443
C 1.763 -2.388 6.316 -0.0127 -0.0001 -0.0833
C 0.812 -2.403 5.325 -0.0371 0.0230 0.0252
C 1.066 -1.710 4.109 -0.1255 0.1155 -0.2851
N 2.230 -1.013 3.991 0.2360 -0.2381 0.2240
N 0.255 -1.656 3.032 0.3608 -0.0753 0.4065
Si -1.050 -2.658 2.595 0.0242 0.0377 -0.1270
C -2.727 -2.002 3.172 -0.2019 0.1247 0.0455
C -1.066 -2.688 0.727 -0.0346 -0.0194 -0.2434
C -0.916 -4.421 3.232 0.1379 -0.2117 0.1438
H 4.984 -0.067 5.617 -0.0439 0.0062 -0.0318
H 4.147 0.795 4.300 0.0170 -0.0409 0.0134
H 5.011 -0.691 3.959 0.0202 -0.0011 -0.0390
H 3.714 -1.664 6.927 -0.0231 0.0129 -0.0358
H 1.584 -2.926 7.241 -0.0155 0.0128 -0.0180
H -0.129 -2.927 5.453 0.1105 0.0326 0.0024
H -3.210 -1.397 2.393 0.0571 -0.0620 0.1370
H -2.617 -1.379 4.067 -0.0312 -0.0841 -0.0850
H -3.411 -2.825 3.414 0.0575 0.0926 -0.0370
H -1.047 -1.666 0.323 -0.0093 -0.1618 0.0245
H -1.956 -3.193 0.328 0.1268 0.0786 0.0511
H -0.175 -3.203 0.344 -0.1051 0.0895 0.0453
H -1.415 -4.541 4.200 0.0647 -0.0223 -0.0929
H 0.135 -4.708 3.360 -0.1399 0.0057 -0.0382
H -1.376 -5.126 2.530 0.0160 0.0895 0.0698
C 2.687 -1.268 0.012 0.3724 -0.0354 -0.0178
C 2.692 -1.397 -1.266 -0.1257 0.0862 0.1421
C 2.690 -1.513 -2.587 0.1086 -0.2196 -0.1054
C 2.462 -0.337 -3.460 -0.0996 0.0281 -0.0300
C 2.323 0.941 -2.902 0.0263 -0.0450 0.1389
C 2.018 2.038 -3.686 -0.0355 -0.0056 -0.0382
C 1.847 1.896 -5.061 0.0247 -0.0691 0.0372
C 2.004 0.643 -5.631 0.0102 -0.0385 0.0600
C 2.310 -0.462 -4.842 -0.0217 -0.0059 0.0010
C 2.974 -2.874 -3.148 0.1725 0.2411 0.0709
C 4.048 -3.068 -4.020 -0.0135 -0.1075 -0.0495
C 4.377 -4.339 -4.476 -0.0739 0.1050 0.0561
C 3.638 -5.441 -4.063 -0.0434 0.0331 -0.0027
C 2.574 -5.259 -3.189 0.0598 0.0323 -0.0036
C 2.252 -3.988 -2.731 -0.0890 -0.0894 -0.0320
H 2.463 1.058 -1.830 -0.0129 0.0892 -0.0918
H 1.910 3.012 -3.224 0.0370 -0.0272 0.0395
H 1.591 2.751 -5.675 0.0306 0.0023 0.0058
H 1.876 0.513 -6.699 0.0066 -0.0048 -0.0167
H 2.415 -1.435 -5.307 -0.0423 0.0172 -0.0017
H 4.646 -2.212 -4.316 -0.0361 -0.0244 -0.0232
H 5.222 -4.468 -5.142 -0.0070 0.0011 0.0079
H 3.893 -6.435 -4.416 -0.0111 0.0595 0.0170
H 1.997 -6.115 -2.858 0.0010 0.0290 0.0157
H 1.434 -3.849 -2.032 0.0160 0.0069 -0.0365
N -5.105 3.708 0.031 -0.0850 -0.0157 0.0700
C -5.916 4.636 -0.587 -0.0038 -0.0581 0.0444
C -7.259 4.970 -0.434 0.0106 -0.0297 0.0384
C -7.748 5.967 -1.257 0.0747 0.0228 -0.0415
C -6.923 6.611 -2.196 0.0115 -0.0425 0.0347
C -5.591 6.272 -2.337 -0.0172 0.0572 -0.0457
C -5.082 5.264 -1.519 0.1407 0.0091 -0.0572
N -3.805 4.724 -1.463 -0.1250 0.1560 -0.0870
C -3.859 3.810 -0.537 0.0303 -0.0783 0.0310
C -2.735 2.943 -0.145 -0.1252 0.0578 -0.0462
C -2.878 1.932 0.798 -0.1496 -0.0245 0.1098
C -1.787 1.138 1.096 0.2009 -0.0533 -0.0321
N -0.598 1.286 0.508 -0.2703 0.0805 -0.1545
C -0.460 2.261 -0.397 -0.0552 -0.1767 -0.0006
C -1.496 3.110 -0.747 0.0036 0.1254 -0.0696
H -5.371 3.083 0.768 0.0002 -0.0328 0.0243
H -7.895 4.476 0.292 0.0533 0.0280 -0.0599
H -8.789 6.257 -1.180 0.0324 -0.0025 0.0079
H -7.345 7.389 -2.820 0.0070 -0.0180 0.0149
H -4.950 6.767 -3.058 -0.0432 -0.0385 0.0421
H -3.818 1.747 1.307 0.0953 -0.0148 -0.0297
H -1.861 0.343 1.835 0.0154 0.1040 -0.0599
H 0.523 2.368 -0.845 -0.1309 -0.0354 0.0361
H -1.353 3.900 -1.475 0.0122 -0.0940 0.0315

# 3
76
Properties=species:S:1:pos:R:3:forces:R:3 method="wB97M-V/def2-TZVPD" e_homo_ev=-10.09 homo_lumo_gap_ev=4.292 lumo_energy_ev=-5.80 charge=+1 relative_energy_ev=0.560
F -5.316 5.674 -1.577 0.0868 -1.5188 0.1022
C -5.309 4.298 -1.528 0.2335 0.9592 -0.1501
C -6.535 3.635 -1.587 0.6548 -0.5894 0.0278
C -6.509 2.229 -1.610 -0.0800 0.3469 0.0421
C -5.308 1.537 -1.563 0.5625 -0.0229 0.0385
C -4.062 2.218 -1.446 -0.9770 0.5543 -0.0790
C -2.825 1.495 -1.418 0.8465 0.1597 -0.2726
C -1.575 2.076 -1.182 -0.4897 -0.2516 0.8483
C -0.391 1.514 -1.648 -0.2034 0.3140 -1.1100
C 0.843 2.236 -1.818 0.7315 0.5103 0.0833
C 1.040 3.502 -1.210 0.1392 -0.1554 0.0006
C 2.245 4.163 -1.394 -0.0113 0.8044 0.4447
F 2.459 5.340 -0.710 -0.3058 -1.2423 -0.8221
C 3.239 3.706 -2.258 -0.4909 -0.4807 0.2226
C 3.032 2.473 -2.900 0.0090 0.2909 -0.0359
C 1.876 1.741 -2.666 -0.6058 -0.1542 0.1019
C -4.084 3.642 -1.469 -0.2986 -0.2192 0.1423
H -7.465 4.194 -1.643 0.2047 -0.0659 0.0184
H -7.451 1.687 -1.673 0.2821 0.1070 -0.0169
H -5.298 0.448 -1.633 -0.0788 0.2680 0.1271
H -2.864 0.430 -1.678 0.0224 0.3289 -0.0908
H -1.532 2.988 -0.583 -0.0929 -0.0409 -0.5635
H -0.462 0.583 -2.210 -0.0179 0.2227 0.2254
H 0.257 3.954 -0.604 0.4120 -0.0597 0.0263
H 4.141 4.294 -2.409 -0.1738 -0.1092 0.0248
H 3.774 2.115 -3.618 -0.2538 0.0522 0.3478
H 1.706 0.797 -3.192 0.1665 0.2606 0.2440
H -3.154 4.207 -1.488 -0.3488 0.0013 0.0642
C -0.411 -5.097 -2.170 -0.4854 -0.1152 -0.0603
N 0.240 -4.282 -1.171 0.5750 -0.5566 -0.1242
C 1.462 -4.629 -0.661 0.2251 -0.9798 -0.3026
O 2.061 -5.682 -0.868 -0.7359 1.5137 0.2497
C 1.908 -3.496 0.247 0.1078 0.1407 -0.2921
C 2.338 -4.064 1.600 0.1848 -0.2770 0.1441
C 2.691 -3.000 2.600 0.0616 -0.0353 0.2089
C 3.892 -2.294 2.459 -0.2919 0.1827 0.1978
C 4.169 -1.221 3.309 0.0015 -0.1244 -0.1144
C 3.259 -0.871 4.310 -0.1140 -0.0112 -0.0593
C 2.082 -1.607 4.479 0.0943 -0.0521 0.0447
C 1.811 -2.689 3.642 0.1806 0.1964 -0.3318
N 0.749 -2.601 0.256 -0.2617 0.4046 -0.4889
C 0.898 -1.292 0.661 -0.3999 0.0103 -0.0599
C -0.082 -0.342 0.728 0.1431 -0.7410 0.2348
C 0.145 0.909 1.452 0.2277 0.7920 0.2639
C -0.907 1.534 2.168 0.4470 -0.4695 -0.5243
C -0.707 2.759 2.790 0.2549 0.1352 0.1047
C 0.537 3.399 2.703 -0.1473 0.0719 -0.0972
C 1.584 2.788 2.010 -0.0155 -0.1572 0.3114
C 1.411 1.531 1.440 -0.5276 0.1507 -0.0071
C -0.198 -2.943 -0.854 0.1282 0.0860 0.6183
C 0.014 -1.996 -2.028 0.0179 0.0537 -0.0581
C -1.668 -2.933 -0.414 -0.0514 -0.3106 0.0534
H 0.253 -5.924 -2.439 -0.1178 0.2434 0.1183
H -1.353 -5.506 -1.774 0.2771 0.0046 -0.1821
H -0.646 -4.505 -3.066 0.1289 -0.1793 0.1659
H 2.773 -2.985 -0.215 -0.1353 -0.1973 0.0849
H 1.561 -4.731 2.002 0.1824 0.2025 -0.2026
H 3.226 -4.671 1.373 -0.2850 -0.0354 0.1181
H 4.593 -2.595 1.673 -0.1695 0.1920 0.2647
H 5.101 -0.664 3.180 -0.3180 -0.1573 0.1396
H 3.468 -0.024 4.964 -0.0502 -0.2432 -0.1723
H 1.370 -1.349 5.267 0.3096 -0.0380 -0.2166
H 0.908 -3.295 3.762 0.2507 0.3110 0.0058
H 1.921 -1.036 0.963 -0.4866 -0.1575 0.2148
H -1.124 -0.593 0.481 0.6825 0.1744 0.3225
H -1.861 1.003 2.246 0.2396 0.2986 -0.0443
H -1.518 3.207 3.366 0.2456 -0.0723 -0.1730
H 0.691 4.371 3.176 -0.0848 -0.3172 -0.1630
H 2.551 3.283 1.919 -0.2387 -0.1071 0.1478
H 2.251 1.036 0.953 -0.1932 0.2291 -0.0469
H 1.060 -2.039 -2.360 -0.2630 -0.0211 -0.0646
H -0.669 -2.236 -2.850 0.2062 0.0750 0.0740
H -0.194 -0.991 -1.659 0.0688 -0.3595 -0.1842
H -1.774 -3.428 0.561 -0.0045 0.1254 -0.2955
H -2.060 -1.915 -0.341 0.0370 -0.2720 -0.0445
H -2.278 -3.464 -1.159 0.1765 0.1233 0.2301